1) The molecule C4H9NSi. Source: the OMol25 dataset; level of theory: ωB97M-V with the def2-TZVPD basis set.

Each line ends with the Mulliken charge.
Cartesian coordinates (Å):
C1 0.585 0.655 1.507  -1.027
Si1 -0.209 0.089 -0.092  0.324
C2 -0.714 -1.725 -0.073  -1.049
C3 1.131 0.488 -1.293  -0.943
C4 -1.697 1.111 -0.271  0.318
N1 -2.675 1.708 -0.366  -0.458
H1 -0.108 1.339 1.891  0.346
H2 1.612 1.116 1.362  0.290
H3 0.631 -0.263 2.073  0.292
H4 -1.052 -2.038 -1.033  0.339
H5 -1.551 -1.901 0.607  0.316
H6 0.044 -2.446 0.216  0.337
H7 1.190 1.567 -1.193  0.295
H8 2.094 0.054 -1.038  0.322
H9 0.719 0.246 -2.299  0.298

Calculated values
Frontier orbital gap (eV): 11.35
LUMO level (eV): 0.8

2) The molecule C4H9NSi. Source: the OMol25 dataset; level of theory: ωB97M-V with the def2-TZVPD basis set.

Each line ends with the Mulliken charge.
Cartesian coordinates (Å):
C1 -0.137 0.142 3.065  -0.011
C2 -0.401 0.562 1.969  -0.378
C3 -0.541 1.065 0.657  -0.665
C4 0.478 0.881 -0.460  -0.734
N1 0.897 -0.533 -0.601  -0.133
Si1 0.011 -1.445 -1.767  0.189
H1 -0.226 -0.163 4.067  0.441
H2 -1.585 0.554 0.518  0.206
H3 -0.856 2.044 0.623  0.422
H4 0.091 1.362 -1.337  0.340
H5 1.278 1.477 -0.122  0.345
H6 1.841 -0.719 -0.366  0.257
H7 -0.272 -0.573 -2.933  -0.112
H8 -1.455 -1.880 -1.147  -0.082
H9 0.877 -2.775 -2.168  -0.088

Calculated values
Frontier orbital gap (eV): 10.27
LUMO level (eV): 0.9

The most stable of them is 1).

1) A cluster of 2 separate species, C5H14NO2 in total. Source: the OMol25 dataset; level of theory: ωB97M-V with the def2-TZVPD basis set.

Each line ends with the Mulliken charge.
Cartesian coordinates (Å):
C1 2.031 -0.535 -1.436  -1.264
C2 1.551 0.117 -0.145  -0.523
N1 0.101 0.120 0.010  0.470
C3 -0.539 0.973 -0.991  -1.285
C4 -0.260 0.569 1.362  -0.755
C5 -1.780 0.419 1.696  -0.447
O1 -2.593 1.238 1.026  -0.882
H1 3.119 -0.619 -1.454  0.417
H2 1.741 0.039 -2.314  0.302
H3 1.605 -1.535 -1.533  0.232
H4 1.975 -0.397 0.719  0.348
H5 1.947 1.150 -0.091  0.363
H6 -0.371 0.573 -1.991  0.344
H7 -0.129 1.996 -0.969  0.353
H8 -1.604 1.010 -0.768  0.401
H9 0.308 -0.050 2.065  0.326
H10 -0.007 1.633 1.498  0.345
H11 -1.769 0.575 2.819  0.261
H12 -1.967 -0.676 1.594  0.057
H13 -0.612 -1.583 -0.344  0.370
H14 -1.821 -2.500 -0.209  0.324
O2 -0.925 -2.517 -0.543  -0.759

Calculated values
Frontier orbital gap (eV): 6.35
LUMO level (eV): 3.7
Total charge: -1

2) A cluster of 2 separate species, C5H14NO2 in total. Source: the OMol25 dataset; level of theory: ωB97M-V with the def2-TZVPD basis set.

Each line ends with the Mulliken charge.
Cartesian coordinates (Å):
C1 -1.775 -0.003 -2.141  -1.359
C2 -0.842 0.171 -0.754  -0.239
C3 -0.783 -1.225 0.037  -0.390
C4 -1.944 -1.418 1.060  -1.257
N1 0.489 0.416 -1.340  -0.347
C5 1.553 0.948 -0.419  -0.516
O1 2.129 0.068 0.490  -0.881
H1 -1.726 0.930 -2.746  0.346
H2 -1.223 -0.765 -2.693  0.302
H3 -2.734 -0.281 -1.937  0.423
H4 -0.989 0.950 -0.008  0.525
H5 -0.896 -2.003 -0.725  0.295
H6 0.220 -1.374 0.618  0.376
H7 -2.676 -1.981 0.705  0.449
H8 -2.476 -0.456 1.220  0.278
H9 -1.366 -1.637 2.033  0.303
H10 0.698 -0.489 -1.718  0.290
H11 2.317 1.224 -1.323  0.214
H12 1.114 1.857 0.167  0.204
H13 1.629 0.677 1.803  0.452
H14 0.467 1.400 2.436  0.240
O2 1.241 0.957 2.616  -0.708

Calculated values
Frontier orbital gap (eV): 7.03
LUMO level (eV): 3.8
Total charge: -1

3) A cluster of 2 separate species, C5H14NO2 in total. Source: the OMol25 dataset; level of theory: ωB97M-V with the def2-TZVPD basis set.

Each line ends with the Mulliken charge.
Cartesian coordinates (Å):
C1 0.352 -0.289 -0.787  -0.723
C2 0.079 -0.975 0.546  0.551
C3 1.217 -1.832 1.202  -1.299
C4 -1.312 -1.651 0.639  -1.363
N1 1.352 0.886 -0.815  -0.369
C5 0.867 2.204 -1.441  -0.673
O1 -0.350 2.443 -1.182  -0.805
H1 0.556 -1.039 -1.504  0.351
H2 -0.578 0.179 -1.229  0.349
H3 0.192 0.024 1.231  0.086
H4 2.197 -1.193 0.948  0.206
H5 1.102 -2.708 0.706  0.502
H6 1.196 -1.714 2.292  0.326
H7 -1.602 -1.767 1.625  0.483
H8 -2.136 -0.858 0.394  0.288
H9 -1.523 -2.605 -0.047  0.257
H10 1.863 0.814 -0.006  0.266
H11 1.515 2.896 -0.876  0.337
H12 1.173 2.027 -2.484  0.281
H13 -1.836 1.784 -0.498  0.350
H14 -1.858 1.579 1.048  0.299
O2 -2.465 1.796 0.238  -0.699

Calculated values
Frontier orbital gap (eV): 6.67
LUMO level (eV): 3.7
Total charge: -1

The most stable of them is 1).

1) A cluster of 2 separate species, C5H14NO2 in total. Source: the OMol25 dataset; level of theory: ωB97M-V with the def2-TZVPD basis set.

Each line ends with the Mulliken charge.
Cartesian coordinates (Å):
C1 1.281 -1.314 -2.239  -0.897
N1 1.858 -0.393 -1.233  -0.568
C2 0.954 -0.077 -0.079  0.663
C3 -0.131 0.905 -0.506  -0.829
C4 -0.439 1.956 0.664  -0.632
O1 -1.037 1.350 1.705  -0.860
C5 0.505 -1.415 0.548  -1.719
H1 0.330 -0.847 -2.528  0.316
H2 1.225 -2.325 -1.862  0.260
H3 1.948 -1.163 -3.096  0.349
H4 2.089 0.479 -1.684  0.296
H5 1.595 0.277 0.733  0.315
H6 -0.008 1.351 -1.504  0.517
H7 -1.109 0.415 -0.607  0.086
H8 0.482 2.545 0.846  0.332
H9 -1.209 2.559 0.079  0.213
H10 -0.154 -2.007 -0.096  0.342
H11 -0.262 -1.090 1.260  0.568
H12 1.395 -1.951 0.868  0.351
H13 -2.138 0.287 1.400  0.359
H14 -2.755 -0.778 0.462  0.262
O2 -2.507 -0.682 1.389  -0.725

Calculated values
Frontier orbital gap (eV): 6.86
LUMO level (eV): 3.8
Total charge: -1

2) A cluster of 2 separate species, C5H14NO2 in total. Source: the OMol25 dataset; level of theory: ωB97M-V with the def2-TZVPD basis set.

Each line ends with the Mulliken charge.
Cartesian coordinates (Å):
C1 -1.503 -2.144 -0.362  -0.861
N1 -0.073 -1.795 -0.446  -0.505
C2 -0.496 1.914 -1.251  -1.397
C3 -0.666 0.757 -0.275  -0.341
C4 0.315 -0.410 -0.620  0.600
C5 1.627 -0.217 0.161  -0.913
O1 1.520 -0.616 1.485  -0.857
H1 -1.688 -2.906 -1.139  0.279
H2 -2.116 -1.337 -0.724  0.341
H3 -1.740 -2.560 0.616  0.238
H4 0.357 -2.048 0.436  0.362
H5 -1.351 2.597 -1.202  0.387
H6 0.434 2.452 -1.107  0.291
H7 -0.581 1.555 -2.263  0.379
H8 -0.364 1.089 0.714  0.172
H9 -1.695 0.396 -0.284  0.330
H10 0.595 -0.239 -1.673  0.070
H11 2.457 -0.780 -0.307  0.378
H12 1.921 0.856 0.068  0.233
H13 1.382 1.814 2.969  0.239
H14 1.027 0.410 2.290  0.387
O2 0.636 1.211 2.916  -0.812

Calculated values
Frontier orbital gap (eV): 7.64
LUMO level (eV): 4.0
Total charge: -1

3) A cluster of 2 separate species, C5H14NO2 in total. Source: the OMol25 dataset; level of theory: ωB97M-V with the def2-TZVPD basis set.

Each line ends with the Mulliken charge.
Cartesian coordinates (Å):
C1 -0.556 -0.673 1.456  -0.972
N1 -1.217 -0.058 0.304  -0.175
C2 -1.562 -1.105 -0.669  -0.903
C3 0.951 0.606 -0.782  -0.759
C4 -0.448 1.029 -0.314  -0.016
C5 -0.125 2.140 0.917  -0.921
O1 1.008 2.000 1.535  -0.797
H1 -0.099 0.163 2.050  0.332
H2 0.415 -1.166 1.417  0.247
H3 -1.268 -1.198 2.095  0.341
H4 -1.595 -0.716 -1.705  0.305
H5 -0.785 -1.914 -0.629  0.233
H6 -2.604 -1.454 -0.547  0.305
H7 1.118 -0.390 -0.416  -0.292
H8 0.853 0.605 -1.880  0.421
H9 1.790 1.208 -0.427  0.364
H10 -0.981 1.635 -1.067  0.521
H11 -0.324 3.188 0.367  0.285
H12 -1.085 2.114 1.473  0.337
H13 1.689 -1.386 -1.227  0.490
H14 2.301 -2.744 -0.808  0.321
O2 2.524 -1.883 -1.143  -0.667

Calculated values
Frontier orbital gap (eV): 6.14
LUMO level (eV): 3.6
Total charge: -1

4) A cluster of 2 separate species, C5H14NO2 in total. Source: the OMol25 dataset; level of theory: ωB97M-V with the def2-TZVPD basis set.

Each line ends with the Mulliken charge.
Cartesian coordinates (Å):
C1 1.091 -2.106 1.008  -1.006
C2 -0.205 -1.896 0.106  -0.832
N1 -1.013 -0.767 0.430  -0.375
C3 0.630 0.250 -1.241  -1.422
C4 -0.607 0.417 -0.295  0.433
C5 -0.171 1.433 0.813  -0.636
O1 0.423 2.493 0.264  -0.918
H1 1.268 -1.361 1.863  0.277
H2 2.119 -2.178 0.571  0.300
H3 0.954 -3.077 1.451  0.367
H4 -0.784 -2.752 0.105  0.606
H5 0.184 -1.959 -0.963  0.250
H6 -1.053 -0.780 1.460  0.295
H7 0.275 -0.131 -2.242  0.188
H8 1.050 1.305 -1.303  0.407
H9 1.370 -0.424 -0.927  0.445
H10 -1.584 0.601 -0.877  0.217
H11 -1.106 1.613 1.449  0.190
H12 0.572 0.770 1.391  0.307
H13 -0.821 2.985 -0.349  0.378
H14 -1.015 2.687 -1.725  0.286
O2 -1.578 2.878 -0.990  -0.757

Calculated values
Frontier orbital gap (eV): 6.99
LUMO level (eV): 3.8
Total charge: -1

The most stable of them is 2).

1) A cluster of 2 separate species, C2H8N2O2 in total. Source: the OMol25 dataset; level of theory: ωB97M-V with the def2-TZVPD basis set.

Each line ends with the Mulliken charge.
Cartesian coordinates (Å):
C1 -1.769 -0.182 -1.363  -0.829
N1 -1.175 -1.218 -0.567  -0.174
C2 -0.546 -0.909 0.622  0.534
N2 -0.310 -1.992 1.463  -0.487
O1 -0.124 0.196 0.882  -0.591
H1 -2.084 0.624 -0.685  0.284
H2 -1.055 0.303 -2.026  0.252
H3 -2.715 -0.431 -1.814  0.357
H4 -1.407 -2.191 -0.602  0.192
H5 -0.179 -1.671 2.404  0.247
H6 -0.864 -2.837 1.424  0.216
O2 3.302 3.456 -0.767  -0.639
H7 3.259 3.321 0.187  0.321
H8 3.827 2.707 -1.073  0.317

Calculated values
Frontier orbital gap (eV): 10.45
LUMO level (eV): 0.8

2) A cluster of 2 separate species, C2H8N2O2 in total. Source: the OMol25 dataset; level of theory: ωB97M-V with the def2-TZVPD basis set.

Each line ends with the Mulliken charge.
Cartesian coordinates (Å):
N1 -0.120 0.791 1.165  -0.532
C1 -0.280 0.976 -0.223  -0.641
N2 0.422 0.076 -1.162  -0.075
C2 1.760 -0.013 -1.073  -0.008
O1 2.394 0.533 -0.189  -0.555
H1 -0.428 -0.059 1.605  0.284
H2 0.848 0.946 1.423  0.266
H3 -0.005 1.995 -0.509  0.301
H4 -1.353 0.886 -0.383  0.380
H5 -0.176 -0.389 -1.812  0.214
H6 2.352 -0.555 -1.819  0.396
O2 -1.800 -1.693 1.376  -0.678
H7 -1.108 -2.077 0.819  0.331
H8 -2.505 -1.416 0.782  0.317

Calculated values
Frontier orbital gap (eV): 9.60
LUMO level (eV): 0.4

3) A cluster of 2 separate species, C2H8N2O2 in total. Source: the OMol25 dataset; level of theory: ωB97M-V with the def2-TZVPD basis set.

Each line ends with the Mulliken charge.
Cartesian coordinates (Å):
C1 0.376 -2.272 -0.086  -0.688
O1 -0.293 -1.064 -0.062  -0.690
H1 -0.805 0.234 -0.731  0.490
H2 0.015 -2.862 -0.954  0.244
H3 0.263 -2.905 0.811  0.220
H4 1.484 -2.277 -0.111  0.202
C2 -1.134 1.725 0.859  -0.590
O2 1.356 0.784 -1.402  -0.272
N1 0.812 1.153 -0.205  -0.156
N2 -0.440 1.288 -0.353  0.005
H5 2.302 0.725 -1.201  0.415
H6 -0.559 2.490 1.380  0.276
H7 -1.277 0.848 1.494  0.273
H8 -2.099 2.132 0.560  0.270

Calculated values
Frontier orbital gap (alpha / beta) (eV): 7.10 / 7.10
LUMO level (alpha / beta) (eV): -0.9 / -0.9

The most stable of them is 1).